(1)
The following is a DFT calculation (the ωB97M-V functional and the def2-TZVPD basis) of C2H2ClN3 in the gas phase.

```
8
C2H2ClN3, DFT the ωB97M-V functional and the def2-TZVPD basis
C 0.011 -1.713 -0.005
C -0.067 -0.359 0.070
N -0.015 -2.885 0.029
N 1.700 0.113 0.086
N -0.895 0.679 0.027
Cl 1.761 1.812 -0.004
H -1.967 0.735 -0.206
H -0.528 1.618 0.003
```

Values from the calculation:
Relative energy (zero: lowest compared OMol25 entry of this formula, charge and spin) in kJ/mol: 462.5
Calculated total energy in eV: -19093.918
Highest occupied orbital energy (alpha / beta) in eV: -9.80 / -8.20
Orbital gap (alpha / beta) in eV: 9.1 / 7.1
F_max in hartree/bohr: 0.1453
Structure (SMILES): N#C/C(N)=N/Cl
Net charge: 0

(2)
The following is a DFT calculation (the ωB97M-V functional and the def2-TZVPD basis) of a 2-piece molecular cluster, C5H16N2O overall.

```
24
C5H16N2O, DFT the ωB97M-V functional and the def2-TZVPD basis
C 1.329 -0.218 -0.850
N 0.763 -0.098 -2.204
C -0.592 -0.602 -2.437
C 1.157 0.988 0.069
C -0.253 1.605 0.141
C -1.291 0.615 0.664
N -1.204 0.366 2.119
H 2.389 -0.297 -1.028
H 1.003 -1.173 -0.458
H 0.812 0.855 -2.539
H -0.570 -1.664 -2.170
H -0.752 -0.564 -3.503
H -1.413 -0.115 -1.910
H 1.878 1.758 -0.206
H 1.401 0.716 1.092
H -0.518 2.003 -0.840
H -0.222 2.444 0.840
H -2.292 0.993 0.435
H -1.213 -0.362 0.204
H -0.354 0.768 2.506
H -1.938 0.892 2.584
H 0.568 -1.714 1.301
H -0.530 -2.119 2.260
O 0.379 -2.355 2.006
```

Values from the calculation:
Relative energy (zero: lowest compared OMol25 entry of this formula, charge and spin) in kJ/mol: 87.5
Calculated total energy in eV: -10471.615
Highest occupied orbital energy in eV: -8.80
Orbital gap in eV: 9.7
F_max in hartree/bohr: 0.0253
Structure (SMILES): CNCCCCN.O
Net charge: 0

(3)
The following is a DFT calculation (the ωB97M-V functional and the def2-TZVPD basis) of a 2-piece molecular cluster, C3H5NO3 overall.

```
12
C3H5NO3, DFT the ωB97M-V functional and the def2-TZVPD basis
C 1.877 -1.080 -0.411
C -0.714 0.086 0.383
C -2.026 0.760 0.082
N 1.923 0.072 0.127
O 2.713 0.691 0.737
O -0.650 -1.039 0.757
O 0.256 0.880 -0.065
H 1.051 -1.472 -0.902
H 2.704 -1.770 -0.636
H -2.534 0.175 -0.816
H -1.898 1.888 -0.232
H -2.701 0.809 0.973
```

Values from the calculation:
Relative energy (zero: lowest compared OMol25 entry of this formula, charge and spin) in kJ/mol: 556.6
Calculated total energy in eV: -10819.919
Highest occupied orbital energy in eV: -10.11
Orbital gap in eV: 9.2
F_max in hartree/bohr: 0.0581
Net charge: 0

(4)
The following is a DFT calculation (the ωB97M-V functional and the def2-TZVPD basis) of C43H45AsN7O4S3Tl as an isolated structure.

```
104
C43H45AsN7O4S3Tl, DFT the ωB97M-V functional and the def2-TZVPD basis
Tl -0.021 -0.068 -0.044
C -7.316 0.986 -0.660
O -7.264 0.014 0.364
C -6.034 -0.418 0.772
C -6.061 -1.395 1.793
C -4.875 -1.906 2.229
C -3.614 -1.508 1.726
C -2.429 -2.195 2.169
C -2.443 -3.089 3.394
O -1.332 -2.127 1.592
C -3.578 -0.443 0.746
O -2.541 0.182 0.369
C -4.845 0.033 0.263
H -8.370 1.182 -0.845
H -6.844 0.619 -1.575
H -6.823 1.912 -0.349
H -7.010 -1.731 2.183
H -4.921 -2.676 2.987
H -3.414 -3.297 3.832
H -1.820 -2.606 4.149
H -1.959 -4.029 3.130
H -4.794 0.795 -0.499
N 2.655 1.271 -4.193
C 3.711 0.471 -3.803
C 4.893 0.098 -4.433
C 5.728 -0.747 -3.729
C 5.394 -1.211 -2.446
C 4.215 -0.842 -1.833
C 3.365 0.017 -2.526
N 2.139 0.537 -2.150
C 1.760 1.271 -3.155
C 0.486 1.992 -3.219
C -0.053 2.575 -4.325
S -1.576 3.242 -3.950
C -1.396 2.688 -2.339
N -0.289 2.072 -2.087
H 2.597 1.818 -5.034
H 5.154 0.454 -5.420
H 6.661 -1.059 -4.176
H 6.083 -1.865 -1.930
H 3.960 -1.174 -0.835
H 0.343 2.622 -5.324
H -2.167 2.836 -1.600
C 2.923 -5.625 -0.069
C 1.876 -5.110 -0.978
N 1.518 -5.633 -2.110
N 0.538 -4.796 -2.568
C 0.273 -3.760 -1.754
S -0.869 -2.557 -1.961
N 1.162 -3.963 -0.726
N 1.299 -3.215 0.439
H 3.202 -6.627 -0.381
H 2.560 -5.637 0.958
H 3.805 -4.983 -0.101
H 0.071 -4.977 -3.442
H 0.375 -2.984 0.813
H 1.776 -2.341 0.209
C 4.071 0.809 3.220
As 2.966 -0.432 2.190
C 4.114 -2.007 2.446
C 1.572 -0.734 3.576
C 1.963 -1.595 4.727
C 2.464 -1.045 5.905
C 2.842 -1.853 6.968
C 2.717 -3.230 6.875
C 2.206 -3.791 5.711
C 1.842 -2.982 4.648
H 4.287 0.396 4.207
H 3.540 1.754 3.324
H 5.006 0.987 2.689
H 4.356 -2.158 3.498
H 5.035 -1.840 1.885
H 3.627 -2.902 2.061
H 0.698 -1.137 3.065
H 1.318 0.279 3.893
H 2.553 0.032 5.988
H 3.228 -1.404 7.874
H 3.005 -3.862 7.704
H 2.092 -4.865 5.633
H 1.443 -3.422 3.741
O 0.327 2.034 2.401
S -1.078 2.329 1.966
C -1.258 4.117 2.018
C -0.266 4.883 2.605
C -0.408 6.262 2.626
C -1.526 6.859 2.060
C -2.509 6.080 1.464
C -2.370 4.701 1.430
C -2.162 1.902 3.320
C -1.629 1.698 4.581
C -2.476 1.299 5.604
C -3.826 1.090 5.352
C -4.339 1.277 4.076
C -3.502 1.678 3.046
H 0.602 4.391 3.020
H 0.356 6.874 3.085
H -1.630 7.935 2.078
H -3.378 6.547 1.022
H -3.130 4.081 0.971
H -0.569 1.839 4.740
H -2.077 1.135 6.596
H -4.476 0.760 6.150
H -5.381 1.076 3.872
H -3.878 1.769 2.036
```

Values from the calculation:
Relative energy (zero: lowest compared OMol25 entry of this formula, charge and spin) in kJ/mol: 45.2
Calculated total energy in eV: -161980.010
Highest occupied orbital energy in eV: -6.85
Orbital gap in eV: 7.1
F_max in hartree/bohr: 0.0113
Net charge: 0

(5)
The following is a DFT calculation (the ωB97M-V functional and the def2-TZVPD basis) of C5H5NO as an isolated structure.

```
12
C5H5NO, DFT the ωB97M-V functional and the def2-TZVPD basis
C 0.825 3.923 1.337
C 0.683 2.784 0.954
C 0.495 -1.659 -1.185
C -0.773 -2.281 -0.595
C -0.684 -1.001 0.200
N 0.395 -0.434 -0.304
O 1.332 -1.865 -1.998
H 0.472 4.859 1.743
H -1.608 -2.396 -1.239
H -0.757 -3.330 -0.201
H -1.200 -0.629 0.968
H 0.822 2.028 0.320
```

Values from the calculation:
Relative energy (zero: lowest compared OMol25 entry of this formula, charge and spin) in kJ/mol: 428.5
Calculated total energy in eV: -8798.978
Highest occupied orbital energy in eV: -10.34
Orbital gap in eV: 10.5
F_max in hartree/bohr: 0.0855
Net charge: 0

(6)
The following is a DFT calculation (the ωB97M-V functional and the def2-TZVPD basis) of a 3-piece molecular cluster, C14H28BN2O2 overall.

```
47
C14H28BN2O2, DFT the ωB97M-V functional and the def2-TZVPD basis
B -1.735 -0.133 -3.861
C -1.702 -1.423 -2.821
C -0.435 -2.338 -2.840
C 0.691 -1.819 -3.713
C 1.928 -2.671 -3.533
O 1.999 -3.552 -2.799
O 3.032 -2.397 -4.338
C 3.897 -1.358 -3.877
C 3.746 -0.941 -2.428
H -0.712 0.541 -3.870
H -2.082 -0.488 -4.991
H -2.625 0.607 -3.482
H -1.931 -1.070 -1.816
H -2.538 -2.060 -3.107
H -0.715 -3.324 -3.183
H -0.046 -2.381 -1.830
H 0.991 -0.829 -3.410
H 0.419 -1.805 -4.757
H 3.829 -0.476 -4.509
H 4.907 -1.734 -3.995
H 2.833 -0.401 -2.238
H 4.543 -0.229 -2.231
H 3.886 -1.752 -1.731
C 0.104 -0.323 1.084
C 0.588 1.020 0.550
C -0.499 2.100 0.552
C -1.584 1.771 -0.372
N -2.418 1.512 -1.119
H -0.683 -0.740 0.452
H 0.925 -1.041 1.107
H -0.284 -0.225 2.099
H 0.968 0.883 -0.465
H 1.421 1.369 1.162
H -0.059 3.054 0.256
H -0.900 2.236 1.552
C -1.354 1.539 7.092
C -2.252 2.123 6.007
C -2.040 1.470 4.639
C -0.711 1.739 4.096
N 0.334 1.947 3.669
H -0.299 1.719 6.875
H -1.577 1.996 8.057
H -1.504 0.462 7.187
H -2.083 3.199 5.936
H -3.295 1.984 6.297
H -2.785 1.847 3.935
H -2.191 0.391 4.709
```

Values from the calculation:
Calculated total energy in eV: -22722.696
Highest occupied orbital energy in eV: -4.02
Orbital gap in eV: 6.2
F_max in hartree/bohr: 0.1007
Net charge: -1

(7)
The following is a DFT calculation (the ωB97M-V functional and the def2-TZVPD basis) of C16H15AuN2O2S5 as an isolated structure.

```
41
C16H15AuN2O2S5, DFT the ωB97M-V functional and the def2-TZVPD basis
Au 0.153 -1.222 0.245
C -3.360 -3.765 0.901
C -2.562 -2.507 0.714
O -1.382 -2.664 0.307
C -3.174 -1.267 1.000
C -2.669 0.013 0.851
C -3.588 1.171 1.112
N -1.392 0.313 0.499
N -1.185 1.578 0.227
C 0.079 2.095 0.477
O 0.746 1.708 1.421
C 0.527 3.157 -0.462
C -0.263 3.570 -1.530
C 0.202 4.550 -2.394
C 1.453 5.115 -2.194
C 2.245 4.700 -1.130
C 1.783 3.724 -0.265
H -3.105 -4.475 0.116
H -4.431 -3.578 0.913
H -3.076 -4.212 1.857
H -4.198 -1.328 1.340
H -4.551 0.818 1.473
H -3.729 1.750 0.199
H -3.143 1.848 1.840
H -1.238 3.126 -1.680
H -0.412 4.873 -3.225
H 1.815 5.879 -2.871
H 3.222 5.141 -0.977
H 2.383 3.380 0.568
C 2.269 -3.007 2.454
S 3.818 -3.052 1.523
C 3.289 -2.832 -0.139
C 2.677 -1.755 -0.711
S 2.205 -0.259 0.072
S 2.454 -1.859 -2.449
C 3.169 -3.417 -2.700
S 3.313 -4.143 -4.154
S 3.722 -4.129 -1.214
H 2.512 -3.386 3.446
H 1.526 -3.660 1.997
H 1.896 -1.991 2.543
```

Values from the calculation:
Relative energy (zero: lowest compared OMol25 entry of this formula, charge and spin) in kJ/mol: 45.1
Calculated total energy in eV: -81776.517
Spin multiplicity: 3
Highest occupied orbital energy (alpha / beta) in eV: -7.83 / -7.99
Orbital gap (alpha / beta) in eV: 7.7 / 5.5
F_max in hartree/bohr: 0.0095
Net charge: 0

(8)
The following is a DFT calculation (the ωB97M-V functional and the def2-TZVPD basis) of C3H8FP in the gas phase.

```
13
C3H8FP, DFT the ωB97M-V functional and the def2-TZVPD basis
C -0.553 1.271 0.244
C -0.561 -1.380 0.295
C -0.202 -0.092 -0.509
F 2.187 0.407 0.890
P 1.723 -0.321 -0.575
H -0.397 2.063 -0.531
H -1.649 1.128 0.456
H -0.014 1.251 1.155
H -0.489 -2.237 -0.324
H -1.537 -1.419 0.873
H 0.170 -1.424 1.074
H 1.915 0.889 -1.439
H -0.594 -0.136 -1.609
```

Values from the calculation:
Relative energy (zero: lowest compared OMol25 entry of this formula, charge and spin) in kJ/mol: 82.2
Calculated total energy in eV: -15246.587
Highest occupied orbital energy in eV: -9.54
Orbital gap in eV: 10.4
F_max in hartree/bohr: 0.0791
Structure (SMILES): CC(C)PF
Net charge: 0

The highest F_max belongs to which entry?
C2H2ClN3